Model A:
DFT (wB97M-V/def2-TZVPD) results for C3H6O3 in the gas phase.

The geometry in ORCA input format:
```
! RIJCOSX wB97M-V def2-TZVPD def2/J DEFGRID3
* xyz 0 1
C 0.690 0.618 -0.155
C -0.372 -0.458 -0.074
O -0.086 -1.371 0.931
O -0.787 -1.110 -1.202
C -1.621 0.342 0.528
O -2.716 0.409 0.034
H 1.460 -0.060 -0.600
H 0.453 1.438 -0.865
H 0.767 0.884 0.881
H 0.178 -2.231 0.706
H -1.687 -0.669 -1.456
H -1.169 0.792 1.504
*
```

For the HOMO-LUMO gap, the calculation gives 10.4 eV. As for the SMILES: CC(O)(O)C=O. For the highest occupied orbital energy, the calculation gives -9.620 eV.

Okay, here come the natural (NBO) numbers, in e, for every atom:
1 C -0.67
2 C 0.42
3 O -0.74
4 O -0.72
5 C 0.43
6 O -0.53
7 H 0.23
8 H 0.23
9 H 0.23
10 H 0.50
11 H 0.50
12 H 0.11



Model B:
DFT (wB97M-V/def2-TZVPD) results for C3H6O3 in the gas phase.

The geometry in ORCA input format:
```
! RIJCOSX wB97M-V def2-TZVPD def2/J DEFGRID3
* xyz 0 1
O -0.026 2.131 0.394
C -0.346 1.054 1.207
C -0.647 -0.449 0.233
C 0.581 -0.691 0.034
O 0.438 -2.045 -1.002
O 1.179 -1.717 -2.210
H -0.731 2.793 0.399
H -1.316 1.135 1.701
H 0.422 0.926 1.969
H -1.634 -0.868 0.249
H 1.555 -0.264 -0.108
H 0.527 -2.004 -2.867
*
```

For the HOMO-LUMO gap, the calculation gives 9.4 eV. As for the SMILES: OC/C=C/OO. For the highest occupied orbital energy, the calculation gives -8.709 eV.

Okay, here come the natural (NBO) numbers, in e, for every atom:
1 O -0.72
2 C -0.07
3 C -0.22
4 C 0.10
5 O -0.38
6 O -0.49
7 H 0.48
8 H 0.17
9 H 0.18
10 H 0.25
11 H 0.24
12 H 0.46



Name the most stable of them. model A.



Model A:
DFT (wB97M-V/def2-TZVPD) results for a 3-piece molecular cluster, C3H6O3 overall.

The geometry in ORCA input format:
```
! RIJCOSX wB97M-V def2-TZVPD def2/J DEFGRID3
* xyz 0 1
O 1.292 -1.143 1.846
C 0.757 -0.137 1.403
O -2.395 -1.594 -0.028
C -0.414 -0.088 0.590
C 0.140 -0.005 -0.627
O 1.556 1.855 -1.642
H -3.053 -2.270 0.204
H 1.324 0.800 1.516
H -1.323 -0.784 0.626
H -0.281 -0.440 -1.519
H 0.587 1.033 -0.905
H 1.811 2.771 -1.463
*
```

For the HOMO-LUMO gap, the calculation gives 5.1 eV. For the highest occupied orbital energy, the calculation gives -9.848 eV.

Okay, here come the natural (NBO) numbers, in e, for every atom:
1 O -0.47
2 C 0.34
3 O -0.84
4 C -0.14
5 C -0.09
6 O -0.87
7 H 0.46
8 H 0.17
9 H 0.36
10 H 0.29
11 H 0.34
12 H 0.46



Model B:
DFT (wB97M-V/def2-TZVPD) results for a 2-piece molecular cluster, C3H6O3 overall.

The geometry in ORCA input format:
```
! RIJCOSX wB97M-V def2-TZVPD def2/J DEFGRID3
* xyz 0 1
C 1.657 1.351 -2.478
C 0.672 0.804 -1.760
O 0.979 -0.075 -0.775
H 1.546 2.175 -3.164
H 2.648 0.944 -2.335
H -0.312 1.260 -1.775
H 0.203 -0.560 -0.457
O -0.921 -1.357 0.713
C -1.142 -0.991 1.835
O -1.162 0.266 2.273
H -1.516 -1.662 2.614
H -0.533 0.804 1.786
*
```

For the HOMO-LUMO gap, the calculation gives 9.4 eV. As for the SMILES: C=CO.O=CO. For the highest occupied orbital energy, the calculation gives -8.739 eV.

Okay, here come the natural (NBO) numbers, in e, for every atom:
1 C -0.51
2 C 0.13
3 O -0.72
4 H 0.20
5 H 0.20
6 H 0.16
7 H 0.50
8 O -0.60
9 C 0.67
10 O -0.67
11 H 0.12
12 H 0.50



Model C:
DFT (wB97M-V/def2-TZVPD) results for C3H6O3 in the gas phase.

The geometry in ORCA input format:
```
! RIJCOSX wB97M-V def2-TZVPD def2/J DEFGRID3
* xyz 0 1
O 1.825 1.288 0.277
C 1.028 0.460 0.790
C 0.343 -0.550 0.001
O 0.665 -0.365 -1.354
C -1.176 -0.435 0.164
O -1.625 0.799 -0.344
H 1.214 0.931 1.802
H 0.681 -1.536 0.367
H 1.366 0.318 -1.367
H -1.643 -1.291 -0.348
H -1.450 -0.476 1.224
H -1.217 0.868 -1.224
*
```

For the HOMO-LUMO gap, the calculation gives 10.9 eV. As for the SMILES: O=C[C@H](O)CO. For the highest occupied orbital energy, the calculation gives -10.254 eV.

Okay, here come the natural (NBO) numbers, in e, for every atom:
1 O -0.57
2 C 0.32
3 C -0.05
4 O -0.71
5 C -0.07
6 O -0.71
7 H 0.24
8 H 0.21
9 H 0.50
10 H 0.18
11 H 0.19
12 H 0.48



Model D:
DFT (wB97M-V/def2-TZVPD) results for a 2-piece molecular cluster, C3H6O3 overall.

The geometry in ORCA input format:
```
! RIJCOSX wB97M-V def2-TZVPD def2/J DEFGRID3
* xyz 0 1
C -1.907 0.840 0.857
C -1.781 -0.520 0.312
O -1.393 -0.824 -0.837
H -1.673 1.633 0.189
H -2.994 0.975 0.914
H -1.332 0.900 1.762
H -2.343 -1.305 0.948
O 2.726 -0.500 -0.543
C 2.021 0.325 0.041
O 0.651 0.459 -0.037
H 2.407 1.209 0.525
H 0.059 -0.370 -0.268
*
```

For the HOMO-LUMO gap, the calculation gives 10.7 eV. As for the SMILES: CC=O.O=CO. For the highest occupied orbital energy, the calculation gives -10.481 eV.

Okay, here come the natural (NBO) numbers, in e, for every atom:
1 C -0.73
2 C 0.45
3 O -0.55
4 H 0.25
5 H 0.24
6 H 0.25
7 H 0.13
8 O -0.57
9 C 0.65
10 O -0.75
11 H 0.11
12 H 0.51



Name the most stable of them. model B.



Model A:
DFT (wB97M-V/def2-TZVPD) results for C3H6O3 in the gas phase.

The geometry in ORCA input format:
```
! RIJCOSX wB97M-V def2-TZVPD def2/J DEFGRID3
* xyz 0 1
C -1.490 -0.332 0.144
C -0.189 0.177 -0.307
O -0.072 1.552 -0.480
O 0.563 -0.546 -1.247
C 1.013 -0.558 0.168
O 2.165 0.068 0.499
H -1.455 -0.188 1.200
H -1.519 -1.390 -0.083
H -2.406 0.067 -0.426
H 0.528 1.807 -1.180
H 0.925 -1.571 0.696
H 1.938 0.912 1.015
*
```

For the HOMO-LUMO gap, the calculation gives 10.7 eV. As for the SMILES: C[C@]1(O)O[C@H]1O. For the highest occupied orbital energy, the calculation gives -9.993 eV.

Okay, here come the natural (NBO) numbers, in e, for every atom:
1 C -0.65
2 C 0.45
3 O -0.73
4 O -0.51
5 C 0.29
6 O -0.69
7 H 0.23
8 H 0.24
9 H 0.23
10 H 0.50
11 H 0.16
12 H 0.49



Model B:
DFT (wB97M-V/def2-TZVPD) results for C3H6O3 in the gas phase.

The geometry in ORCA input format:
```
! RIJCOSX wB97M-V def2-TZVPD def2/J DEFGRID3
* xyz 0 1
C 2.095 -0.395 0.041
O 0.784 -0.693 0.502
C -0.171 0.060 0.008
O 0.020 0.961 -0.789
C -1.702 -0.065 0.291
O -2.547 0.726 -0.430
H 2.151 -0.515 -1.039
H 2.386 0.618 0.320
H 2.736 -1.118 0.531
H -1.942 -1.117 0.112
H -1.758 0.137 1.363
H -2.052 1.402 -0.911
*
```

For the HOMO-LUMO gap, the calculation gives 11.3 eV. As for the SMILES: COC(=O)CO. For the highest occupied orbital energy, the calculation gives -10.475 eV.

Okay, here come the natural (NBO) numbers, in e, for every atom:
1 C -0.26
2 O -0.49
3 C 0.76
4 O -0.64
5 C -0.13
6 O -0.70
7 H 0.20
8 H 0.20
9 H 0.20
10 H 0.19
11 H 0.18
12 H 0.50



Name the most stable of them. model B.



Model A:
DFT (wB97M-V/def2-TZVPD) results for C3H6O3 in the gas phase.

The geometry in ORCA input format:
```
! RIJCOSX wB97M-V def2-TZVPD def2/J DEFGRID3
* xyz 0 1
O -1.940 1.297 -1.020
C -1.361 0.372 -0.508
O -1.443 -0.874 -0.996
C -0.345 0.570 0.602
C 1.104 0.166 0.040
O 1.180 -1.208 -0.235
H -0.651 -1.384 -0.732
H -0.627 -0.025 1.476
H -0.317 1.619 0.880
H 1.321 0.682 -0.895
H 1.832 0.478 0.792
H 1.246 -1.692 0.597
*
```

For the HOMO-LUMO gap, the calculation gives 10.6 eV. As for the SMILES: O=C(O)CCO. For the highest occupied orbital energy, the calculation gives -10.156 eV.

Okay, here come the natural (NBO) numbers, in e, for every atom:
1 O -0.57
2 C 0.78
3 O -0.69
4 C -0.55
5 C -0.06
6 O -0.72
7 H 0.50
8 H 0.22
9 H 0.24
10 H 0.20
11 H 0.18
12 H 0.48



Model B:
DFT (wB97M-V/def2-TZVPD) results for C3H6O3 in the gas phase.

The geometry in ORCA input format:
```
! RIJCOSX wB97M-V def2-TZVPD def2/J DEFGRID3
* xyz 0 1
C 1.999 -0.372 -0.019
O 0.682 -0.607 0.491
C -0.241 0.200 0.039
O -0.005 1.179 -0.670
C -1.654 -0.166 0.369
O -2.322 0.451 -0.655
H 1.995 -0.438 -1.109
H 2.371 0.609 0.282
H 2.604 -1.166 0.409
H -1.841 -1.243 0.410
H -1.975 0.226 1.337
H -1.613 1.327 -0.883
*
```

For the HOMO-LUMO gap, the calculation gives 10.7 eV. As for the SMILES: COC(=O)CO. For the highest occupied orbital energy, the calculation gives -9.954 eV.

Okay, here come the natural (NBO) numbers, in e, for every atom:
1 C -0.27
2 O -0.47
3 C 0.79
4 O -0.62
5 C -0.17
6 O -0.74
7 H 0.20
8 H 0.20
9 H 0.20
10 H 0.20
11 H 0.18
12 H 0.49



Model C:
DFT (wB97M-V/def2-TZVPD) results for C3H6O3 as an isolated structure.

The geometry in ORCA input format:
```
! RIJCOSX wB97M-V def2-TZVPD def2/J DEFGRID3
* xyz 0 1
C 0.036 -0.622 -1.293
C 0.726 0.251 -0.117
C -0.278 0.644 1.075
H -1.709 -1.504 -0.330
H 0.640 -1.827 -1.065
H 0.381 -0.198 -2.334
H -0.530 -0.487 1.473
H -1.238 0.825 0.572
H 1.071 1.545 1.361
O -1.203 -0.904 -1.131
O 1.827 0.735 -0.078
O 0.276 1.541 1.867
*
```

For the HOMO-LUMO gap, the calculation gives 9.5 eV. For the highest occupied orbital energy, the calculation gives -9.531 eV.

Okay, here come the natural (NBO) numbers, in e, for every atom:
1 C -0.09
2 C 0.54
3 C -0.15
4 H 0.53
5 H 0.13
6 H 0.23
7 H 0.13
8 H 0.19
9 H 0.48
10 O -0.74
11 O -0.57
12 O -0.68



Model D:
DFT (wB97M-V/def2-TZVPD) results for a 2-piece molecular cluster, C3H6O3 overall.

The geometry in ORCA input format:
```
! RIJCOSX wB97M-V def2-TZVPD def2/J DEFGRID3
* xyz 0 1
C 0.996 1.333 -0.225
C 1.442 0.231 0.010
C 1.621 -1.166 0.309
H 0.901 2.343 -0.516
H 0.625 -1.634 0.241
H 2.299 -1.633 -0.404
H 2.011 -1.298 1.318
O -1.458 -0.794 -0.222
O -1.365 0.728 -0.009
O -2.580 1.436 -0.095
H -1.503 -0.878 -1.189
H -2.989 1.333 0.780
*
```

For the HOMO-LUMO gap, the calculation gives 10.0 eV. As for the SMILES: C#CC.OOO. For the highest occupied orbital energy, the calculation gives -9.419 eV.

Okay, here come the natural (NBO) numbers, in e, for every atom:
1 C -0.26
2 C 0.02
3 C -0.70
4 H 0.23
5 H 0.25
6 H 0.23
7 H 0.23
8 O -0.47
9 O -0.05
10 O -0.41
11 H 0.46
12 H 0.46



Name the most stable of them. model A.